Formula: C22H24BrN7O2RuS2
Source: the Open Molecules 2025 dataset
Level of theory: ωB97M-V/def2-TZVPD

Summary:
HOMO-LUMO gap (alpha / beta) = 5.76 / 5.90 eV
Charge = +1
LUMO energy (alpha / beta) = -4.543 / -4.405 eV
Multiplicity = 2
M = 663.6 g mol⁻¹
⟨S²⟩ = 0.767
Energy relative to the best compared isomer or geometry (same formula, charge and spin) = 302.7 kJ/mol

Geometry as XYZ:
```
59
C22H24BrN7O2RuS2 (ωB97M-V/def2-TZVPD)
Ru -0.662 -0.060 -0.771
C -6.506 0.684 1.193
C -6.057 0.809 -0.257
N -4.740 1.451 -0.375
C -3.598 0.778 -0.447
S -2.130 1.729 -0.665
N -3.612 -0.533 -0.427
N -2.392 -1.107 -0.591
C -2.373 -2.359 -0.771
C -3.604 -3.192 -0.652
C -1.076 -2.881 -1.220
C -0.788 -4.210 -1.390
C 0.469 -4.587 -1.855
C 1.384 -3.619 -2.190
C 1.029 -2.300 -1.995
N -0.155 -1.946 -1.488
H -7.478 0.187 1.245
H -6.602 1.669 1.655
H -5.785 0.098 1.767
H -6.765 1.409 -0.825
H -5.979 -0.168 -0.720
H -4.679 2.442 -0.214
H -4.307 -2.710 0.017
H -3.368 -4.191 -0.283
H -4.085 -3.294 -1.628
H -1.541 -4.948 -1.151
H 0.724 -5.634 -1.961
H 2.352 -3.875 -2.596
H 1.671 -1.485 -2.283
Br -1.551 -1.505 2.450
C -0.667 0.153 2.418
C -0.584 0.920 3.563
C 0.052 2.147 3.481
C 0.628 2.545 2.288
C 0.518 1.718 1.199
N -0.143 0.542 1.262
C 1.174 2.047 -0.118
O 1.900 3.009 -0.209
O 0.927 1.170 -1.046
H -1.005 0.559 4.489
H 0.098 2.788 4.352
H 1.158 3.480 2.177
C 5.195 0.916 -2.741
C 4.772 0.939 -1.307
C 5.092 1.919 -0.427
C 4.569 1.844 0.878
N 3.765 0.868 1.267
C 3.414 -0.098 0.389
S 2.292 -1.297 0.771
N 3.981 -0.069 -0.864
C 4.885 2.921 1.866
H 6.181 1.357 -2.859
H 4.490 1.515 -3.323
H 5.195 -0.096 -3.146
H 5.710 2.754 -0.730
H 3.724 -0.809 -1.489
H 5.964 3.068 1.938
H 4.475 2.681 2.843
H 4.446 3.856 1.507
```



Formula: C7H10
Source: the Open Molecules 2025 dataset
Level of theory: ωB97M-V/def2-TZVPD

Summary:
HOMO-LUMO gap = 10.40 eV
SMILES = C=C[C@H]1CCC1=C
LUMO energy = 1.173 eV
Multiplicity = 1
M = 94.2 g mol⁻¹
Energy relative to the best compared isomer or geometry (same formula, charge and spin) = 188.1 kJ/mol

Geometry as XYZ:
```
17
C7H10 (ωB97M-V/def2-TZVPD)
C -1.376 -1.168 1.552
C -1.537 -0.231 0.622
C -0.467 0.677 0.080
C 0.853 0.914 0.863
C 1.668 0.568 -0.411
C 0.379 0.103 -1.058
C 0.081 -0.649 -2.107
H -2.197 -1.817 1.843
H -0.424 -1.338 2.052
H -2.516 -0.130 0.152
H -0.913 1.636 -0.216
H 1.007 0.200 1.675
H 0.987 1.924 1.259
H 2.101 1.449 -0.898
H 2.452 -0.188 -0.303
H 0.851 -1.038 -2.769
H -0.950 -0.914 -2.335
```



Formula: C3H3BrO
Source: the Open Molecules 2025 dataset
Level of theory: ωB97M-V/def2-TZVPD

Summary:
HOMO-LUMO gap = 8.41 eV
LUMO energy = -0.232 eV
Multiplicity = 1
M = 135.0 g mol⁻¹
Energy relative to the best compared isomer or geometry (same formula, charge and spin) = 205.5 kJ/mol

Geometry as XYZ:
```
8
C3H3BrO (ωB97M-V/def2-TZVPD)
C 2.793 -1.777 0.026
C 1.839 -0.789 0.086
C 0.127 -0.009 0.078
O 3.739 -2.440 0.115
Br 2.957 0.839 0.095
H -0.541 -0.858 0.178
H 0.079 0.439 -0.899
H 0.135 0.653 0.918
```



Formula: C4H4N2O3S
Source: the Open Molecules 2025 dataset
Level of theory: ωB97M-V/def2-TZVPD

Summary:
HOMO-LUMO gap (alpha / beta) = 7.32 / 6.98 eV
LUMO energy (alpha / beta) = -0.008 / -2.057 eV
Multiplicity = 3
M = 160.2 g mol⁻¹
⟨S²⟩ = 2.021
Energy relative to the best compared isomer or geometry (same formula, charge and spin) = 76.6 kJ/mol

Geometry as XYZ:
```
14
C4H4N2O3S (ωB97M-V/def2-TZVPD)
C -0.859 2.284 0.094
C -1.053 0.070 -0.165
C 0.822 1.009 -0.684
C -0.863 -1.340 0.155
N 0.369 2.130 -0.300
N 0.488 -1.686 -0.255
O 1.589 -0.201 1.480
O 2.788 -0.767 -0.611
O -1.614 1.131 0.246
S 1.583 -0.416 0.065
H -1.352 3.222 0.258
H -0.904 -1.462 1.247
H -1.585 -2.020 -0.304
H 0.589 -1.952 -1.225
```



The highest multiplicity belongs to which entry?
C4H4N2O3S



Among the records above, which one has the lowest energy relative to the best compared isomer or geometry (same formula, charge and spin)?
C4H4N2O3S



What is the formula in the third record?
C3H3BrO



multiplicity of number 3 (C3H3BrO)?
1